Molecular formula: C22H34N2O5
Method: DFT, ωB97M-V/def2-TZVPD

XYZ file:
```
63
Properties=species:S:1:pos:R:3:forces:R:3
C -1.559723 2.744458 -2.407824 0.051 -0.043 -0.023
C -1.571754 4.248139 -2.134209 0.058 0.070 0.113
C -2.545224 4.619725 -1.040688 0.079 0.023 -0.605
C -3.828409 5.043349 -1.361489 0.031 -0.036 0.376
C -4.746212 5.362286 -0.368087 -0.095 0.024 0.055
C -4.377431 5.256987 0.963215 -0.008 -0.006 -0.264
C -3.097401 4.837011 1.299706 0.020 -0.013 0.176
C -2.180299 4.519390 0.301895 -0.434 0.132 0.210
O -0.907964 4.115250 0.559875 0.102 -0.294 -0.037
C -0.509267 4.032642 1.919881 0.210 0.480 -0.176
C 0.971160 3.662127 1.961499 0.305 0.061 0.493
C 1.206948 2.250139 2.473484 -0.040 0.109 0.046
O 1.364173 2.073364 3.675152 0.037 -0.041 0.023
N 1.199681 1.224079 1.593322 -0.063 0.087 -0.328
C 0.882770 1.336869 0.178737 -0.007 0.024 -0.209
C 1.405621 -0.129939 2.059741 0.222 -0.147 0.144
C 0.088141 -0.847992 2.392536 -0.218 0.044 0.043
C -0.267843 -0.731883 3.865801 -0.103 0.161 0.108
N 0.145039 -2.252626 2.022738 0.052 -0.253 0.464
C 0.139960 -2.681669 0.744216 -0.028 0.169 -0.229
O 0.105997 -1.915391 -0.201804 -0.009 0.024 0.016
C 0.159131 -4.200383 0.564186 -0.095 -0.027 0.000
O 0.357964 -4.578650 -0.756988 -0.096 -0.069 -0.026
C 1.666505 -4.322535 -1.220510 0.320 -0.030 -0.245
C 1.745137 -4.805625 -2.657169 0.072 0.276 -0.211
C 1.708481 -6.322605 -2.787118 -0.070 -0.274 0.072
C 3.187085 -6.731201 -2.653208 -0.378 0.116 -0.012
O 3.958449 -5.547674 -2.845082 0.204 0.046 0.032
C 3.103963 -4.501598 -3.278693 -0.102 0.153 -0.048
H -0.827233 2.488904 -3.175426 -0.001 0.004 0.002
H -1.311381 2.184565 -1.505897 -0.016 0.022 0.007
H -2.537835 2.402887 -2.749500 -0.014 0.021 0.008
H -0.570946 4.587681 -1.859067 0.010 -0.077 0.028
H -1.832027 4.787310 -3.046988 -0.091 -0.013 0.010
H -4.118376 5.122941 -2.401644 0.067 -0.004 -0.049
H -5.742672 5.691360 -0.633008 0.009 -0.002 -0.002
H -5.084778 5.502636 1.743804 0.016 -0.005 0.033
H -2.834077 4.763214 2.346497 0.016 -0.006 -0.070
H -0.643063 5.017049 2.378775 -0.042 -0.038 0.022
H -1.128666 3.323963 2.476985 0.028 -0.107 -0.072
H 1.475275 3.890344 1.024012 -0.237 -0.095 -0.138
H 1.452969 4.289271 2.710905 -0.023 -0.050 0.049
H 0.659160 2.355824 -0.120409 0.005 0.009 0.171
H 1.719565 0.975367 -0.423106 0.015 -0.042 0.017
H 0.015838 0.721077 -0.065720 0.042 -0.061 0.019
H 1.940954 -0.675443 1.282041 -0.125 0.011 -0.100
H 2.045795 -0.111076 2.941848 -0.044 0.092 0.034
H -0.714927 -0.385974 1.811687 0.078 0.006 -0.128
H -0.295271 0.316219 4.162011 0.067 -0.022 -0.050
H -1.247509 -1.164588 4.075311 0.028 -0.098 -0.036
H 0.482729 -1.215496 4.496199 0.009 -0.049 -0.044
H 0.139091 -2.931181 2.768144 0.039 0.001 -0.058
H 0.916278 -4.650769 1.218324 0.050 0.046 0.115
H -0.816007 -4.591383 0.859206 -0.033 0.014 0.069
H 1.899382 -3.254141 -1.174144 -0.125 -0.005 -0.006
H 2.402615 -4.848751 -0.595139 -0.030 -0.074 0.027
H 0.940649 -4.328332 -3.219950 -0.012 -0.005 0.045
H 1.079403 -6.791902 -2.030060 0.011 0.048 -0.005
H 1.311794 -6.609614 -3.761810 0.041 0.026 -0.014
H 3.398391 -7.118271 -1.655370 0.130 -0.064 -0.025
H 3.454672 -7.481272 -3.399590 0.114 -0.042 0.046
H 3.044382 -4.476611 -4.373794 -0.083 -0.122 -0.012
H 3.521128 -3.541875 -2.968267 0.087 -0.086 0.148
```
Positions in Å, forces in eV/Å.

Its orbital gap is 9.141 eV. Its electronic energy is -36583.58542 eV. The value obtained for the molecular weight is 406.5 g mol⁻¹. As for the HOMO energy: -8.51 eV. Its SMILES is CCc1ccccc1OCCC(=O)N(C)C[C@H](C)NC(=O)COC[C@@H]1CCOC1. As for the LUMO energy: 0.63 eV.



Molecular formula: C24H25AsCl2IN4O4Ti
Method: DFT, ωB97M-V/def2-TZVPD

XYZ file:
```
62
Properties=species:S:1:pos:R:3:forces:R:3
Ti -0.235142 -0.332872 -0.169536 -0.363 -1.170 1.859
Cl -6.210845 0.732426 -3.422701 -0.105 -0.010 0.018
C -4.514281 0.519593 -3.069519 0.108 0.011 -0.125
C -4.139715 0.272794 -1.754224 0.128 -0.050 0.086
C -2.794666 0.117669 -1.422632 -0.187 0.067 -0.491
N -2.264047 -0.151998 -0.165936 -0.854 0.043 0.122
C -3.056165 -0.489440 0.889959 -0.154 0.154 -0.242
O -4.260907 -0.258285 1.021137 0.043 -0.047 0.007
C -2.360057 -1.326134 1.896095 0.006 -0.108 0.266
C -3.066567 -2.277758 2.592136 0.064 0.125 -0.031
C -2.423671 -3.282700 3.307213 0.047 -0.043 0.026
C -1.014825 -3.367391 3.181421 -0.062 0.031 0.035
C -0.321383 -2.392839 2.547246 0.195 -0.081 0.110
N -0.954528 -1.274275 2.016647 -0.596 -0.248 -0.082
C -1.826414 0.215392 -2.470262 -0.472 0.098 -0.176
C -2.221803 0.454918 -3.779547 0.057 -0.044 0.092
C -3.569245 0.611223 -4.074876 -0.058 -0.041 0.113
Cl -4.031803 0.917075 -5.728824 -0.005 0.024 -0.079
N -0.527786 0.153586 -2.031245 -0.305 0.351 -0.946
C 0.576669 0.658564 -2.619158 -0.015 0.256 -0.327
O 0.849807 0.687448 -3.818593 -0.161 0.104 0.000
C 1.476104 1.246210 -1.546163 0.114 -0.342 0.018
C 2.172893 2.456783 -2.046572 0.028 0.033 -0.092
C 2.146281 3.608412 -1.352809 0.014 -0.157 -0.001
C 1.447371 3.689641 -0.100977 0.043 0.043 0.087
C 0.727735 2.595039 0.306809 0.142 0.154 0.155
N 0.672352 1.430067 -0.341530 0.505 0.904 -0.263
H -4.886963 0.208425 -0.981657 -0.014 0.029 0.006
H -4.143997 -2.239747 2.505466 0.000 0.021 -0.054
H -2.981834 -4.036196 3.845572 -0.011 -0.011 -0.036
H -0.481456 -4.231848 3.555118 0.069 0.033 -0.011
H 0.744631 -2.451884 2.385130 0.003 0.050 -0.007
H -1.472807 0.525918 -4.554183 0.012 -0.010 0.007
H 2.637828 2.373296 -3.021260 0.016 0.054 0.002
H 2.648905 4.490169 -1.738756 0.003 -0.014 -0.062
H 1.422453 4.608547 0.468157 -0.056 -0.024 0.025
H 0.118452 2.651800 1.202561 -0.021 -0.071 -0.013
C 3.933380 -1.829333 -0.010347 -0.452 -0.004 0.059
As 2.784228 -0.380302 -0.909416 2.460 0.219 -0.329
C 3.155064 -1.188435 -2.682051 -0.139 0.371 0.131
C 4.100530 0.975376 -0.124635 -0.431 -0.197 -0.351
O 1.430802 -1.040869 -0.045326 0.660 -0.696 0.313
H 4.952431 -1.886217 -0.403273 -0.021 0.129 -0.094
H 3.438291 -2.795592 -0.133466 0.018 0.023 -0.001
H 3.981727 -1.601471 1.059099 0.006 -0.030 -0.015
H 4.229581 -1.285072 -2.832788 0.025 -0.008 0.120
H 2.698496 -0.609926 -3.480015 0.005 -0.015 -0.049
H 2.695197 -2.175783 -2.627697 -0.004 0.003 -0.002
H 5.113792 0.576832 -0.125392 -0.056 -0.121 -0.005
H 3.753325 1.116803 0.900283 0.006 -0.011 0.001
H 4.042218 1.915769 -0.660419 0.036 0.081 0.070
I -0.802105 -3.043789 -0.936177 -0.159 -0.733 -0.324
C -1.583185 1.108210 3.642469 0.066 0.027 -0.090
O -1.214950 1.058093 2.272380 -0.130 -0.211 0.353
C -0.298229 0.027797 1.911344 -0.049 1.242 0.413
C 0.960940 0.111497 2.762222 -0.008 -0.123 -0.231
H -1.603505 0.114603 4.098257 -0.023 -0.046 -0.003
H -2.587681 1.529883 3.694632 0.008 0.013 -0.012
H -0.895619 1.745672 4.213048 0.003 -0.034 0.009
H 0.840293 -0.394073 3.728300 0.021 0.061 0.046
H 1.183030 1.164589 2.938426 -0.002 0.006 -0.069
H 1.811374 -0.325887 2.240835 0.001 -0.061 0.064
```
Positions in Å, forces in eV/Å.

Its orbital gap (spin up / spin down) is 5.359 / 5.379 eV. Its electronic energy is -156545.72084 eV. The value obtained for the molecular weight is 754.1 g mol⁻¹. As for the HOMO energy (spin up / spin down): -0.85 / -0.87 eV. As for the net charge: -2. The multiplicity is 2. As for the LUMO energy (spin up / spin down): 4.51 / 4.51 eV.